#i
H14O7 | ωB97M-V/def2-TZVPD

The geometry in XYZ format:
```
21
H14O7, DFT ωB97M-V/def2-TZVPD
O 9.667 -31.013 -4.782
H 9.400 -31.108 -5.694
H 9.031 -31.517 -4.357
O 9.749 -29.518 -2.050
H 8.959 -29.493 -2.561
H 9.494 -30.119 -1.344
O 9.110 -30.692 -7.443
H 9.031 -30.443 -8.333
H 10.019 -30.430 -7.309
O 6.409 -30.323 -6.565
H 6.326 -30.684 -5.666
H 7.295 -30.638 -6.840
O 6.211 -31.328 -4.031
H 5.388 -31.519 -3.622
H 6.528 -30.547 -3.540
O 12.113 -30.752 -2.553
H 11.246 -30.365 -2.427
H 12.583 -30.604 -1.732
O 10.068 -28.040 -5.160
H 10.898 -27.527 -5.099
H 10.267 -28.927 -4.904
```

LUMO level: -0.04 eV
Structure (SMILES): O.O.O.O.O.O.O
Frontier orbital gap: 10.3 eV

#ii
H14O7 | ωB97M-V/def2-TZVPD

The geometry in XYZ format:
```
21
H14O7, DFT ωB97M-V/def2-TZVPD
O -23.215 6.538 -9.679
H -23.708 7.337 -9.727
H -23.718 5.905 -10.202
O -24.696 8.774 -9.076
H -25.203 8.447 -8.342
H -24.593 9.742 -8.966
O -25.914 7.726 -6.954
H -26.366 8.323 -6.327
H -25.270 7.203 -6.461
O -22.823 10.510 -11.015
H -22.646 9.752 -11.558
H -22.237 10.469 -10.286
O -24.040 5.056 -7.582
H -24.674 4.348 -7.855
H -24.044 5.777 -8.186
O -22.741 8.958 -7.290
H -23.355 8.784 -8.044
H -22.182 8.171 -7.354
O -24.266 12.310 -8.703
H -23.639 12.287 -9.445
H -24.908 12.971 -8.897
```

LUMO level: 0.45 eV
Structure (SMILES): O.O.O.O.O.O.O
Frontier orbital gap: 11.3 eV

Stability, descending: #ii, #i

#i
H14O7 | ωB97M-V/def2-TZVPD

The geometry in XYZ format:
```
21
H14O7, DFT ωB97M-V/def2-TZVPD
H -0.504 0.729 1.700
H 0.935 0.135 2.100
H 1.639 1.250 -0.430
H 0.159 1.663 -0.925
H 2.098 -0.815 0.161
H 3.469 -0.036 0.856
H -2.139 -1.071 -0.490
H -3.530 -0.425 -0.089
H -0.527 -1.268 1.022
H -0.226 -1.873 -0.418
H 1.642 -1.368 -2.227
H 1.076 -0.144 -1.466
H -1.802 2.491 0.310
H -1.914 0.997 -0.167
O -0.075 -0.038 2.124
O 1.100 1.431 -1.238
O 2.381 -0.060 0.745
O -2.819 -0.315 -0.712
O -0.931 -1.810 0.311
O 1.224 -1.159 -1.336
O -1.257 1.686 0.169
```

LUMO level: 0.34 eV
Structure (SMILES): O.O.O.O.O.O.O
Frontier orbital gap: 11.1 eV

#ii
H14O7 | ωB97M-V/def2-TZVPD

The geometry in XYZ format:
```
21
H14O7, DFT ωB97M-V/def2-TZVPD
H 1.063 -0.429 -3.217
H 1.473 0.179 -1.835
H 0.397 -2.490 1.600
H -0.055 -1.023 1.815
H -2.040 -2.074 -1.267
H -1.355 -1.674 0.053
H -0.545 0.860 -2.019
H -1.663 0.179 -1.179
H 1.418 0.763 0.142
H 1.436 -0.754 0.213
H -0.147 1.019 2.172
H 0.761 0.443 3.279
H 0.146 2.873 0.577
H -0.546 1.602 -0.100
O 1.044 0.394 -2.697
O 0.107 -1.706 1.110
O -2.081 -1.426 -0.557
O -1.307 1.068 -1.422
O 1.920 -0.004 -0.188
O -0.098 0.292 2.867
O 0.073 1.908 0.652
```

LUMO level: 0.37 eV
Structure (SMILES): O.O.O.O.O.O.O
Frontier orbital gap: 11.4 eV

Stability, descending: #ii, #i

#i
H14O7 | ωB97M-V/def2-TZVPD

The geometry in XYZ format:
```
21
H14O7, DFT ωB97M-V/def2-TZVPD
H 0.250 -0.327 -0.767
H 1.718 0.061 -0.688
H 7.113 1.699 -0.769
H 6.164 0.563 -0.422
H -3.996 -0.377 0.046
H -2.904 -1.026 0.880
H 4.841 -2.754 1.797
H 4.711 -2.573 0.293
H -3.301 -2.652 -0.753
H -4.754 -2.208 -0.741
H -0.924 2.682 0.866
H -0.275 3.478 1.986
H -3.604 1.491 -0.102
H -4.701 1.171 -1.104
O 0.950 0.107 -1.269
O 6.448 1.119 -1.157
O -3.862 -0.990 0.778
O 4.427 -2.193 1.132
O -3.856 -1.867 -0.821
O -0.153 2.689 1.445
O -4.294 1.906 -0.631
```

LUMO level: 0.11 eV
Structure (SMILES): O.O.O.O.O.O.O
Frontier orbital gap: 8.4 eV

#ii
H14O7 | ωB97M-V/def2-TZVPD

The geometry in XYZ format:
```
21
H14O7, DFT ωB97M-V/def2-TZVPD
O -1.648 0.035 -1.652
H -1.545 -0.005 -2.622
H -2.556 0.256 -1.397
O -2.110 -2.270 -0.368
H -2.838 -2.593 -0.864
H -1.798 -1.507 -0.842
O -1.424 2.181 0.728
H -0.979 1.626 0.115
H -1.161 3.010 0.301
O 2.576 -0.316 2.342
H 1.660 -0.342 2.259
H 2.956 0.158 1.618
O 0.583 0.565 -0.351
H -0.098 0.294 -0.985
H 0.470 -0.131 0.332
O 3.259 0.820 -1.036
H 2.370 1.150 -0.847
H 3.393 1.434 -1.733
O -0.014 -1.572 1.589
H -0.283 -1.176 2.396
H -0.805 -1.623 1.008
```

LUMO level: -0.38 eV
Structure (SMILES): O.O.O.O.O.O.O
Frontier orbital gap: 10.3 eV

#iii
H14O7 | ωB97M-V/def2-TZVPD

The geometry in XYZ format:
```
21
H14O7, DFT ωB97M-V/def2-TZVPD
H -1.132 -1.048 0.139
H -0.780 0.141 -0.739
H 2.055 -0.239 -3.475
H 1.995 -0.021 -1.972
H -0.096 0.888 3.130
H -1.457 0.864 2.453
H 1.278 1.596 -0.605
H 0.696 2.994 -0.476
H 0.651 -0.283 0.886
H 0.559 1.188 1.256
H -2.467 0.677 -4.490
H -1.785 2.022 -4.682
H 0.973 -4.359 2.553
H -0.497 -4.134 2.866
O -1.051 -0.088 0.157
O 2.575 -0.344 -2.670
O -0.990 0.544 3.233
O 0.920 2.321 -1.129
O 0.238 0.318 1.517
O -2.061 1.400 -3.999
O 0.369 -4.186 3.285
```

LUMO level: -0.17 eV
Structure (SMILES): O.O.O.O.O.O.O
Frontier orbital gap: 9.2 eV

#iv
H14O7 | ωB97M-V/def2-TZVPD

The geometry in XYZ format:
```
21
H14O7, DFT ωB97M-V/def2-TZVPD
O 1.471 3.467 0.633
H 2.113 3.859 0.060
H 0.786 3.166 0.057
O -1.680 -4.226 0.467
H -1.704 -3.297 0.083
H -1.965 -4.015 1.374
O 0.488 1.860 -1.593
H 0.044 1.510 -2.371
H 1.209 2.432 -1.846
O 2.861 0.697 -0.130
H 3.538 1.269 -0.457
H 2.007 1.191 -0.130
O -1.983 -1.892 -1.109
H -2.734 -2.320 -1.651
H -1.245 -1.686 -1.660
O -0.732 -0.017 0.348
H -1.239 -0.610 -0.219
H -0.265 0.576 -0.256
O -0.003 -0.773 2.871
H -0.642 -0.676 3.528
H -0.324 -0.521 2.010
```

LUMO level: -0.42 eV
Structure (SMILES): O.O.O.O.O.O.O
Frontier orbital gap: 9.8 eV

Stability, descending: #ii, #iv, #i, #iii

#i
H14O7 | ωB97M-V/def2-TZVPD

The geometry in XYZ format:
```
21
H14O7, DFT ωB97M-V/def2-TZVPD
O -0.312 -2.490 0.046
H -0.031 -2.968 0.826
H -0.319 -3.148 -0.649
O 0.427 0.205 2.586
H 0.286 -0.222 3.431
H 1.251 -0.162 2.266
O -1.807 1.661 -2.588
H -1.516 0.992 -3.208
H -1.168 1.622 -1.876
O -1.094 2.239 2.588
H -0.318 1.682 2.530
H -1.829 1.641 2.454
O -0.595 0.530 -0.452
H -1.200 -0.200 -0.584
H -0.341 0.466 0.469
O 0.596 -1.826 -2.871
H 0.012 -1.901 -2.116
H 0.016 -1.616 -3.603
O 3.031 1.238 0.249
H 2.589 0.426 0.000
H 2.322 1.830 0.501
```

LUMO level: -0.31 eV
Structure (SMILES): O.O.O.O.O.O.O
Frontier orbital gap: 10.5 eV

#ii
H14O7 | ωB97M-V/def2-TZVPD

The geometry in XYZ format:
```
21
H14O7, DFT ωB97M-V/def2-TZVPD
H -2.247 -0.210 -0.989
H -0.734 -0.132 -0.868
H -0.355 -0.178 3.746
H 0.878 -0.992 3.391
H 0.601 3.217 -0.319
H -0.644 3.538 -1.130
H 0.662 1.215 1.109
H -0.848 1.349 0.997
H 2.289 0.272 0.313
H 2.196 1.338 -0.767
H 1.248 -2.760 -0.369
H 1.372 -1.436 0.368
H -1.256 -1.532 -2.334
H -2.579 -2.190 -2.691
O -1.477 -0.732 -0.737
O 0.179 -0.461 2.995
O -0.234 2.835 -0.613
O -0.045 1.335 0.464
O 1.658 0.847 -0.136
O 1.895 -2.101 -0.094
O -2.049 -1.910 -1.936
```

LUMO level: 0.44 eV
Frontier orbital gap: 8.5 eV

#iii
H14O7 | ωB97M-V/def2-TZVPD

The geometry in XYZ format:
```
21
H14O7, DFT ωB97M-V/def2-TZVPD
O -17.572 -14.132 4.966
H -18.107 -14.802 4.540
H -17.428 -13.473 4.287
O -20.093 -20.329 5.231
H -19.882 -19.528 4.751
H -20.024 -20.082 6.153
O -20.584 -16.319 3.989
H -20.808 -15.963 3.129
H -21.424 -16.582 4.366
O -17.900 -12.941 9.680
H -18.014 -13.616 10.348
H -18.146 -13.371 8.861
O -15.711 -10.044 6.585
H -16.125 -10.326 5.769
H -14.774 -10.042 6.390
O -13.214 -14.629 6.928
H -13.155 -15.502 6.540
H -14.149 -14.426 6.920
O -15.451 -11.257 2.428
H -15.781 -10.971 1.577
H -14.606 -11.662 2.235
```

LUMO level: 0.23 eV
Structure (SMILES): O.O.O.O.O.O.O
Frontier orbital gap: 11.4 eV

#iv
H14O7 | ωB97M-V/def2-TZVPD

The geometry in XYZ format:
```
21
H14O7, DFT ωB97M-V/def2-TZVPD
H -0.144 1.292 -0.299
H -1.199 2.360 -0.062
H -0.389 -1.759 1.373
H 0.319 -2.053 2.685
H 2.811 3.148 0.440
H 2.129 1.837 0.085
H -3.090 2.180 -0.034
H -4.028 1.506 -1.021
H 0.297 -1.741 -1.409
H 0.903 -3.056 -0.949
H 3.296 0.476 -1.292
H 2.006 0.273 -0.515
H -1.878 -2.785 0.604
H -1.774 -1.436 -0.087
O -0.963 1.458 0.181
O 0.027 -1.324 2.126
O 2.033 2.616 0.644
O -3.118 1.487 -0.703
O 1.143 -2.166 -1.231
O 2.910 -0.052 -0.584
O -1.292 -2.259 0.048
```

LUMO level: 0.30 eV
Structure (SMILES): O.O.O.O.O.O.O
Frontier orbital gap: 10.8 eV

Stability, descending: #i, #iii, #iv, #ii

#i
H14O7 | ωB97M-V/def2-TZVPD

The geometry in XYZ format:
```
21
H14O7, DFT ωB97M-V/def2-TZVPD
H -0.143 -0.150 -0.288
H 0.723 0.675 0.650
H -1.477 -1.558 -4.091
H -0.996 -2.039 -2.732
H -2.239 0.920 1.313
H -2.140 -0.597 1.331
H 2.819 -2.697 -1.504
H 2.167 -1.355 -1.796
H -1.942 2.543 -0.003
H -0.814 3.183 -0.796
H 2.837 2.326 2.119
H 1.890 3.480 2.403
H 0.684 -2.584 1.640
H -0.777 -2.753 1.256
O 0.080 0.760 -0.063
O -1.781 -1.716 -3.190
O -2.694 0.125 1.014
O 2.738 -1.800 -1.159
O -1.021 2.819 0.072
O 2.107 2.586 2.692
O -0.021 -2.168 1.130
```

LUMO level: 0.15 eV
Structure (SMILES): O.O.O.O.O.O.O
Frontier orbital gap: 10.2 eV

#ii
H14O7 | ωB97M-V/def2-TZVPD

The geometry in XYZ format:
```
21
H14O7, DFT ωB97M-V/def2-TZVPD
H -0.976 1.109 0.436
H 0.161 0.115 0.611
H -0.239 -2.552 1.142
H -0.976 -3.553 2.016
H -0.978 -0.816 -2.856
H -2.155 -1.666 -2.407
H 1.052 -4.742 -1.155
H 1.846 -3.802 -0.262
H -0.767 4.674 1.480
H -0.762 4.784 2.996
H -2.000 3.576 -1.592
H -0.555 3.294 -1.217
H 3.149 0.517 0.794
H 2.878 -0.942 0.466
O -0.306 0.626 -0.060
O -1.110 -2.937 1.287
O -1.838 -1.138 -3.149
O 1.900 -4.657 -0.705
O -0.237 4.460 2.255
O -1.199 4.008 -1.276
O 3.111 -0.358 1.196
```

LUMO level: -0.30 eV
Structure (SMILES): O.O.O.O.O.O.O
Frontier orbital gap: 11.3 eV

Stability, descending: #ii, #i